(1)
Molecular formula: C41H53As3NO8RbS3
Method: DFT, wB97M-V/def2-TZVPD

* frontier orbital gap: 4.51 eV
* energy above the lowest of the compared OMol25 structures with the same formula, charge and spin: 1.113 eV

```
! RIJCOSX wB97M-V def2-TZVPD def2/J DEFGRID3
* xyz -2 1
Rb -0.439 -1.053 0.009
As 1.417 2.147 6.533
As 2.135 -0.996 2.172
As -1.377 1.082 2.224
S -1.548 -3.361 -2.412
S 2.979 -1.400 -3.119
S -4.021 -1.840 -0.564
O 2.440 -1.006 -1.794
O -1.009 2.684 -2.802
O 3.801 6.760 -2.714
O -0.488 -2.386 -2.016
O -0.555 1.535 -0.918
O -1.437 -3.569 0.627
O -1.343 -2.029 2.228
O 1.761 6.806 -3.358
N 2.689 6.261 -2.796
C 2.074 2.530 -0.969
C -1.913 2.974 2.050
C -4.404 -2.695 0.907
C 3.109 1.903 7.519
C 3.146 0.105 -5.425
C -2.954 0.516 3.240
C 2.706 1.089 -6.299
C -3.426 -3.083 1.845
C -3.788 -3.602 3.077
C -0.328 2.376 -1.810
C -3.586 -3.087 -4.269
C 1.288 0.591 -3.960
C -5.740 -2.947 1.258
C 0.857 1.578 -4.832
C -6.093 -3.508 2.467
C -4.395 -2.351 -5.119
C -0.192 1.208 3.824
C 0.787 -2.491 -4.615
C -1.955 -2.897 1.535
C 1.890 0.979 2.377
C -2.597 -2.440 -3.544
C -4.233 -0.975 -5.216
C -0.107 -3.697 -4.890
C -3.270 -0.334 -4.455
C 0.563 0.510 7.210
C 1.566 1.822 -5.999
C 3.524 4.383 -1.469
C -0.706 -4.393 -3.674
C 1.247 1.682 3.585
C 1.256 3.182 3.282
C 2.425 -0.138 -4.266
C 1.025 3.116 -1.670
C 1.359 -1.895 3.734
C 1.225 4.349 -2.283
C -5.117 -3.832 3.403
C 1.976 -2.810 -3.732
C 4.020 -1.064 2.790
C 2.464 4.956 -2.157
C 2.117 1.443 4.827
C -2.442 -1.068 -3.617
C 3.312 3.149 -0.877
H 0.050 -4.917 -3.086
H -1.252 3.493 1.359
H -7.141 -3.677 2.688
H -1.937 3.489 3.014
H 1.715 -2.926 3.656
H 4.119 2.663 -0.345
H 2.931 2.016 8.588
H -2.998 -3.823 3.788
H 1.139 -2.104 -5.578
H 2.299 0.375 4.974
H -1.715 -0.572 -2.990
H 1.338 1.274 1.479
H -5.173 -2.849 -5.685
H -2.748 -0.473 3.641
H -3.201 1.230 4.030
H -0.186 0.191 4.220
H 4.141 -0.627 3.783
H 4.472 4.893 -1.414
H 2.682 -3.483 -4.227
H 4.349 -2.104 2.815
H 2.908 1.374 2.249
H 3.093 1.920 4.680
H -3.747 -4.150 -4.144
H -0.360 0.326 6.666
H -2.913 2.977 1.614
H -0.027 2.147 -4.571
H 3.827 2.660 7.204
H -0.679 1.854 4.573
H 0.279 -1.921 3.615
H 2.282 3.538 3.159
H 3.528 0.914 7.328
H 4.647 -0.523 2.081
H 3.261 1.295 -7.205
H 0.454 -4.448 -5.465
H 1.663 -1.490 4.700
H 0.755 0.383 -3.044
H 4.048 -0.459 -5.631
H -4.883 -0.400 -5.864
H 1.225 -0.348 7.084
H 1.232 2.598 -6.676
H 0.719 3.395 2.359
H 1.660 -3.258 -2.788
H 1.913 1.558 -0.524
H -5.387 -4.248 4.367
H -3.162 0.742 -4.482
H -3.791 0.420 2.548
H 0.426 4.793 -2.857
H -1.434 -5.144 -3.988
H 0.197 -1.708 -4.149
H -6.506 -2.659 0.546
H -0.923 -3.363 -5.536
H 0.329 0.635 8.268
H 0.787 3.755 4.088
*
```

***

(2)
Molecular formula: C41H53FN6O7Sb2Tl
Method: DFT, wB97M-V/def2-TZVPD

* frontier orbital gap (alpha / beta): 6.57 / 6.57 eV
* energy above the lowest of the compared OMol25 structures with the same formula, charge and spin: 0.677 eV

```
! RIJCOSX wB97M-V def2-TZVPD def2/J DEFGRID3
* xyz 3 1
Tl -0.609 -0.235 2.058
Sb 1.256 0.866 5.502
Sb -4.043 2.375 2.471
F 1.749 -1.450 -4.294
O -0.879 4.591 3.414
O 2.318 -0.643 2.749
O 4.250 0.004 1.829
O -2.524 3.835 0.526
O -0.856 2.481 3.989
O -2.499 1.683 1.102
O 0.080 0.874 -0.246
N -0.067 -2.245 0.334
N -1.908 2.575 -3.409
N 0.907 -1.015 -9.263
N 1.198 -3.778 -1.136
N 1.375 1.910 2.638
N 0.495 -0.199 -6.561
C -0.700 -0.675 7.147
C -3.818 2.490 -4.999
C -0.314 0.976 -2.573
C 0.891 -5.213 -1.213
C -2.232 2.865 -2.137
C -2.610 3.273 -4.493
C 2.599 -3.450 -1.432
C -0.675 1.163 -4.956
C -0.624 -0.642 -7.380
C 3.273 -5.687 -0.550
C -5.400 2.461 0.794
C -0.982 1.577 -3.655
C 0.242 0.156 -5.220
C 3.521 -4.179 -0.458
C 2.559 1.632 2.083
C -2.809 0.387 6.446
C -0.356 3.381 3.352
C 2.044 -0.583 -8.387
C 2.814 3.870 1.322
C -0.596 1.336 -1.179
C 0.526 -2.984 -0.336
C 3.041 0.000 6.390
C -2.007 -0.693 6.479
C -1.669 2.284 -1.041
C 0.909 3.161 2.573
C -0.356 -0.328 -8.846
C -4.460 0.266 2.736
C -2.246 2.665 0.281
C -0.549 -3.074 6.811
C 0.619 -0.029 -2.834
C 1.715 -0.901 -6.933
C 1.792 2.822 6.278
C 3.014 0.212 2.253
C -2.472 -1.947 5.912
C -0.047 -1.925 7.336
C 1.801 -6.009 -0.279
C 0.879 -0.432 -4.113
C -1.775 -3.086 6.067
C 3.317 2.585 1.415
C 1.601 4.172 1.916
C -0.051 0.514 7.501
H -2.936 4.237 -4.108
H -0.159 -5.366 -0.969
H 1.226 5.187 1.879
H -4.537 2.332 -4.195
H 4.561 -3.946 -0.696
H -3.418 -1.943 5.384
H -3.599 -0.225 3.186
H 3.908 0.517 5.977
H -0.561 5.211 2.745
H -4.665 -0.166 1.758
H 1.058 -5.520 -2.248
H -0.784 -1.727 -7.267
H -5.340 0.144 3.368
H 1.116 -0.812 -10.242
H 3.904 -6.218 0.162
H 3.104 -1.058 6.142
H -2.545 1.334 6.894
H 1.553 -5.764 0.758
H -2.996 3.620 -1.995
H -3.529 1.515 -5.390
H -1.905 3.470 -5.299
H 3.371 4.635 0.799
H 0.783 -2.027 -9.179
H -1.539 -0.141 -7.074
H 1.618 -7.074 -0.424
H 3.312 -3.834 0.559
H 4.276 2.324 0.989
H -5.144 1.660 0.102
H 2.802 -3.780 -2.453
H 2.733 -2.370 -1.381
H 3.044 0.129 7.471
H 1.982 2.738 7.346
H -1.182 -0.661 -9.471
H 0.742 0.450 8.238
H 1.001 3.550 6.107
H 2.957 -1.087 -8.697
H 0.882 -1.937 7.892
H 4.513 -0.915 1.982
H 2.546 -0.555 -6.327
H -1.149 1.640 -5.801
H -0.609 1.443 7.511
H -2.135 -4.019 5.656
H -4.312 3.053 -5.789
H 2.165 0.491 -8.516
H -0.208 0.742 -8.987
H -5.326 3.427 0.299
H -0.016 -4.006 6.948
H 3.552 -6.035 -1.549
H 2.704 3.156 5.782
H -6.417 2.318 1.156
H 1.111 -0.510 -2.000
H -3.788 0.329 5.990
H 1.620 -1.989 -6.805
*
```

***

(3)
Molecular formula: C41H54BrClInN3O3S3Si2
Method: DFT, wB97M-V/def2-TZVPD

* frontier orbital gap: 8.06 eV
* energy above the lowest of the compared OMol25 structures with the same formula, charge and spin: 0.023 eV

```
! RIJCOSX wB97M-V def2-TZVPD def2/J DEFGRID3
* xyz 0 1
In 1.758 -0.179 0.640
Br -2.908 -3.210 2.459
Cl -1.734 2.279 6.099
S -2.854 0.854 1.712
S -2.226 3.068 -0.901
S -4.995 4.062 1.311
Si 4.379 1.684 -0.139
Si 2.289 1.201 -2.487
O -0.204 -0.814 0.026
O -0.149 -2.797 1.058
O 2.801 -1.892 -0.509
N 0.899 2.045 0.943
N 2.184 -3.962 0.131
N 0.549 -3.373 -2.792
C -4.161 4.910 -0.054
C -0.232 -4.137 -2.432
C 1.193 -0.113 3.585
C 0.233 4.259 1.489
C 2.345 2.831 -3.427
C -1.022 0.182 4.531
C 1.728 2.496 -0.021
C -1.972 -5.772 -2.949
C -4.385 -2.980 0.079
C -0.125 -0.537 3.758
C -2.944 -6.667 -2.536
C 0.182 2.892 1.680
C -1.441 -5.292 -0.633
C -1.224 -5.084 -1.993
C 0.704 1.790 5.014
C -0.603 1.349 5.147
C -3.744 2.022 2.766
C 2.117 -0.849 2.676
C -3.139 -2.737 0.638
C 4.411 2.343 1.620
C -3.606 -2.117 -2.023
C 1.793 3.865 -0.292
C 5.310 2.903 -1.230
C 2.872 -3.123 -0.645
C -3.629 3.497 2.384
C 2.587 1.434 -0.644
C -4.614 -2.680 -1.255
C 0.598 0.467 -2.811
C 1.044 4.744 0.471
C -2.833 1.368 -0.999
C 3.758 -3.697 -1.711
C 3.575 0.049 -3.223
C -0.714 -1.924 0.386
C -3.167 -6.874 -1.181
C -2.418 -6.190 -0.235
C -2.117 -2.168 -0.115
C -3.747 0.931 0.136
C -3.731 4.032 -1.226
C 1.588 1.058 4.236
C 5.353 0.082 -0.146
C -2.377 -1.848 -1.447
H -3.778 -1.880 -3.065
H 4.716 -3.181 -1.696
H -4.595 1.604 0.245
H 2.445 4.228 -1.073
H -3.287 1.874 3.747
H -5.168 -3.408 0.689
H -3.530 -7.201 -3.273
H 2.309 2.625 -4.500
H -4.891 5.643 -0.404
H 1.434 -3.575 0.713
H 1.101 5.809 0.280
H 4.971 -0.632 0.588
H 0.350 0.535 -3.874
H 3.615 -0.880 -2.648
H 3.944 1.631 2.309
H -3.532 4.669 -2.091
H -0.355 4.919 2.111
H -0.460 -1.443 3.266
H -2.043 -0.160 4.645
H -1.582 -1.401 -2.028
H -3.313 5.471 0.340
H 4.574 0.484 -3.248
H 3.251 3.409 -3.229
H -4.132 -0.068 -0.082
H 3.291 -0.196 -4.250
H 3.882 3.293 1.719
H -4.789 1.721 2.855
H 1.917 -1.919 2.680
H -0.179 0.987 -2.247
H -3.930 -7.572 -0.861
H 2.184 -4.945 -0.076
H 3.274 -3.500 -2.670
H -2.598 -6.342 0.822
H -4.533 3.347 -1.502
H 5.344 -0.408 -1.119
H -0.450 2.442 2.437
H 1.021 2.699 5.506
H -2.690 3.684 1.864
H 4.855 3.896 -1.223
H 0.582 -0.589 -2.530
H -1.792 -5.594 -4.000
H -3.322 1.214 -1.964
H -0.868 -4.742 0.103
H 1.481 3.455 -3.187
H -5.586 -2.882 -1.687
H 3.909 -4.769 -1.599
H 5.441 2.493 1.951
H 3.163 -0.684 2.942
H 6.336 3.011 -0.869
H 5.359 2.561 -2.267
H -1.924 0.763 -0.991
H 2.606 1.413 4.124
H 6.393 0.306 0.113
H -3.656 4.107 3.288
*
```

***

(4)
Molecular formula: C41H54CaO2PSSi3
Method: DFT, wB97M-V/def2-TZVPD

* frontier orbital gap: 6.42 eV
* energy above the lowest of the compared OMol25 structures with the same formula, charge and spin: 0.879 eV

```
! RIJCOSX wB97M-V def2-TZVPD def2/J DEFGRID3
* xyz -1 1
Ca 0.463 0.480 0.246
S -1.829 1.744 -8.852
P -1.949 -1.501 1.013
Si 2.560 0.552 2.713
Si 3.052 2.618 0.476
Si 3.865 -0.433 0.052
O 1.089 1.276 3.020
O -1.902 3.962 -10.172
C 1.981 3.870 1.462
C -2.893 -4.818 -1.089
C 0.034 0.376 -2.034
C 2.702 3.072 -1.355
C -1.719 1.614 -4.829
C -1.141 -2.008 5.531
C -0.197 0.638 -3.201
C -0.239 -3.707 2.270
C -1.985 -0.999 5.096
C 0.285 0.533 -5.612
C -4.293 -4.953 0.850
C -1.571 1.453 1.338
C -4.483 -0.617 0.218
C -1.399 3.435 -9.215
C 3.032 -2.160 -0.136
C 2.761 0.817 0.893
C -3.248 -0.280 0.769
C -0.376 4.084 -8.328
C -3.794 -3.751 1.339
C -4.938 1.689 -0.235
C -0.577 -2.879 4.615
C -1.711 -1.747 2.821
C -2.381 -3.629 -0.608
C -0.081 0.792 -6.916
C -2.807 -3.086 0.600
C -1.269 1.463 -7.174
C 4.864 3.198 0.779
C 5.519 -0.784 0.973
C 2.396 -1.266 3.272
C -2.272 -0.876 3.749
C -3.843 -5.493 -0.343
C 3.840 1.330 3.922
C 4.369 0.030 -1.736
C -3.709 2.041 0.249
C -2.814 1.088 0.808
C -0.530 0.928 -4.544
C -2.088 1.875 -6.128
C -4.352 -3.183 2.608
C -5.350 0.353 -0.240
C -0.846 -2.758 3.258
C 0.603 1.539 4.297
H -2.344 1.924 -4.005
H -3.705 -3.412 3.455
H 1.653 -1.779 2.670
H 0.556 4.145 -8.893
H 5.165 3.017 1.805
H 2.140 3.769 2.530
H -2.946 -0.107 3.399
H -5.057 -5.474 1.414
H -4.432 -2.102 2.526
H -4.774 -1.657 0.135
H 0.082 -3.667 4.958
H 5.325 -1.175 1.965
H 0.246 0.619 4.775
H 0.922 3.715 1.273
H 0.543 0.475 -7.739
H 4.848 1.070 3.620
H -0.972 -4.456 1.966
H -0.234 2.234 4.216
H -2.422 -0.314 5.809
H -3.012 2.392 -6.342
H -2.557 -5.211 -2.039
H 1.807 2.585 -1.737
H 3.772 2.414 3.913
H 2.575 4.145 -1.458
H -5.600 2.449 -0.633
H -0.202 3.531 -7.410
H 2.839 -2.609 0.833
H 1.377 1.977 4.934
H 2.086 -2.086 -0.673
H 6.156 -1.496 0.456
H -4.249 -6.430 -0.697
H 3.670 -2.848 -0.686
H -6.321 0.081 -0.628
H 3.497 0.254 -2.340
H -3.392 3.078 0.221
H 5.011 0.903 -1.742
H 5.540 2.641 0.139
H 2.079 -1.337 4.309
H -1.207 0.858 2.166
H -5.339 -3.597 2.812
H -1.636 -3.078 -1.171
H 3.716 1.001 4.951
H 5.003 4.254 0.571
H -0.918 -2.114 6.585
H 1.210 0.015 -5.405
H 4.912 -0.776 -2.222
H 6.081 0.136 1.093
H -1.420 2.522 1.475
H 2.220 4.896 1.191
H 0.068 -3.167 1.369
H 3.340 -1.790 3.173
H -0.691 5.097 -8.088
H 3.535 2.780 -1.982
H 0.621 -4.222 2.692
*
```